# 1
{"formula": "C19H25NO12", "method": "ωB97M-V/def2-TZVPD", "elements": ["C", "C", "C", "C", "C", "C", "O", "C", "O", "C", "C", "N", "C", "O", "H", "H", "H", "H", "H", "H", "H", "H", "H", "H", "H", "H", "H", "O", "C", "O", "C", "C", "O", "H", "H", "H", "H", "O", "C", "O", "C", "C", "O", "H", "H", "H", "H", "O", "C", "O", "C", "C", "O", "H", "H", "H", "H"], "xyz": [[-5.37, 0.56, 1.42], [-4.15, -0.38, 1.24], [-2.85, 0.44, 1.16], [-1.91, 0.00, 0.01], [-0.90, 1.10, -0.17], [0.27, 1.11, 0.40], [0.68, 0.09, 1.21], [1.15, 2.31, 0.16], [2.33, 2.26, 0.19], [0.41, 3.58, -0.09], [-0.75, 3.59, -0.66], [-1.50, 4.76, -0.92], [-1.34, 2.24, -1.02], [-2.12, 2.13, -1.91], [-5.67, 0.61, 2.46], [-6.19, 0.20, 0.80], [-5.15, 1.58, 1.12], [-4.08, -0.96, 2.16], [-4.28, -1.06, 0.40], [-3.02, 1.51, 1.01], [-2.24, 0.38, 2.06], [-2.47, -0.15, -0.92], [-1.41, -0.93, 0.24], [1.16, -0.53, 0.65], [0.84, 4.53, 0.20], [-2.27, 4.77, -0.26], [-1.95, 4.67, -1.83], [-6.40, 3.32, -6.15], [-5.24, 3.30, -5.91], [-4.67, 3.89, -4.82], [-3.30, 3.46, -4.76], [-3.01, 3.09, -6.19], [-4.29, 2.70, -6.68], [-2.66, 4.26, -4.39], [-3.23, 2.61, -4.08], [-2.65, 3.93, -6.78], [-2.30, 2.27, -6.28], [1.74, -3.66, 1.50], [2.37, -2.94, 2.20], [3.43, -2.20, 1.77], [3.78, -1.29, 2.83], [3.24, -2.00, 4.05], [2.14, -2.74, 3.51], [4.86, -1.15, 2.86], [3.29, -0.33, 2.64], [3.96, -2.69, 4.49], [2.90, -1.30, 4.82], [7.90, -4.47, 3.27], [7.01, -4.75, 2.54], [6.00, -3.90, 2.21], [5.26, -4.50, 1.15], [5.55, -5.97, 1.33], [6.85, -5.95, 1.93], [4.20, -4.28, 1.23], [5.63, -4.12, 0.19], [4.85, -6.46, 2.01], [5.57, -6.52, 0.39]], "smiles": "CCCCC1=C(O)C(=O)C=C(N)C1=O.O=C1OCCO1.O=C1OCCO1.O=C1OCCO1", "mol_weight_g_mol": 459.4, "e_homo_ha": -0.3701}

# 2
{"formula": "C19H26AuFNO2Te", "method": "ωB97M-V/def2-TZVPD", "elements": ["Au", "F", "C", "C", "C", "C", "C", "C", "H", "H", "H", "H", "C", "N", "C", "C", "C", "C", "C", "C", "C", "C", "H", "H", "H", "H", "H", "H", "H", "H", "H", "H", "H", "H", "H", "C", "O", "C", "O", "H", "H", "H", "C", "Te", "C", "H", "H", "H", "H", "H", "H"], "xyz": [[0.15, 0.81, -0.63], [6.12, -0.31, -2.17], [4.84, -0.12, -1.83], [3.91, 0.17, -2.82], [2.59, 0.35, -2.46], [2.20, 0.25, -1.13], [3.15, -0.03, -0.16], [4.48, -0.21, -0.50], [4.22, 0.23, -3.85], [1.87, 0.58, -3.23], [2.85, -0.10, 0.88], [5.23, -0.43, 0.25], [0.57, -2.66, 0.24], [-0.73, -2.92, 0.87], [-0.55, -3.60, 2.17], [-1.56, -1.67, 1.01], [-0.94, -0.66, 1.93], [-1.24, -0.71, 3.29], [-0.61, 0.13, 4.19], [0.33, 1.03, 3.73], [0.56, 1.15, 2.37], [-0.08, 0.33, 1.45], [1.14, -3.58, 0.16], [1.13, -1.94, 0.83], [0.44, -2.25, -0.76], [-1.25, -3.56, 0.26], [-0.02, -2.93, 2.85], [0.03, -4.51, 2.04], [-1.51, -3.86, 2.60], [-2.54, -1.99, 1.39], [-1.68, -1.25, 0.00], [-1.98, -1.42, 3.65], [-0.85, 0.07, 5.24], [0.87, 1.67, 4.42], [1.26, 1.89, 2.01], [0.54, 4.77, -2.18], [0.46, 3.54, -1.44], [-0.25, 2.56, -1.89], [-0.91, 2.50, -2.90], [1.42, 4.75, -2.82], [0.64, 5.56, -1.44], [-0.35, 4.90, -2.79], [-3.42, 1.84, -1.14], [-2.55, 0.31, -2.36], [-4.11, -1.08, -1.70], [-3.32, 1.59, -0.09], [-4.47, 1.95, -1.39], [-2.92, 2.77, -1.35], [-5.06, -0.69, -2.02], [-4.13, -1.18, -0.62], [-3.97, -2.05, -2.15]], "s_squared": 2.0116, "mol_weight_g_mol": 644.0, "de_lowest_kj_mol": 7.5, "total_charge": 1, "multiplicity": 3, "e_homo_ha": [-0.3702, -0.3870]}

# 3
{"formula": "C19H26ClFN3NaO6PS", "method": "ωB97M-V/def2-TZVPD", "elements": ["N", "P", "C", "F", "C", "N", "C", "O", "C", "O", "O", "C", "C", "C", "C", "C", "S", "O", "O", "Cl", "C", "C", "C", "N", "C", "C", "C", "C", "C", "C", "C", "O", "H", "H", "H", "H", "H", "H", "H", "H", "H", "H", "H", "H", "H", "H", "H", "H", "H", "H", "H", "H", "H", "H", "H", "H", "H", "H", "Na"], "xyz": [[3.08, 2.57, 2.22], [3.36, 2.26, 0.64], [3.14, 0.44, 0.16], [3.87, 0.32, -1.10], [3.79, -0.51, 1.29], [4.92, 0.09, 2.11], [6.00, 0.19, 1.35], [6.73, 0.62, 0.41], [2.45, -0.99, 2.09], [2.34, -1.66, 3.14], [1.30, -0.50, 1.34], [1.66, -0.18, -0.07], [0.89, 1.01, -0.81], [-0.38, 0.58, -1.70], [-0.31, 1.43, -3.11], [-1.08, 2.84, -2.87], [-2.94, 2.70, -2.91], [-3.44, 3.70, -3.91], [-3.42, 2.93, -1.49], [-3.64, 0.83, -3.49], [1.80, -1.60, -0.83], [0.90, -2.78, -0.23], [-0.67, -2.46, -0.14], [-1.38, -3.25, 0.94], [-2.85, -2.97, 0.93], [-3.20, -1.43, 1.34], [-2.43, -0.90, 2.62], [-2.69, 0.59, 3.03], [-3.67, 1.51, 2.22], [-4.42, 0.97, 0.97], [-4.19, -0.53, 0.51], [-4.85, -1.02, -0.68], [2.78, 1.68, 2.66], [2.47, 3.16, -0.07], [4.72, 2.62, 0.39], [4.35, -1.29, 0.66], [1.66, 1.49, -1.53], [0.52, 1.75, 0.00], [-0.41, -0.52, -2.02], [-1.36, 0.89, -1.20], [0.76, 1.56, -3.50], [-0.87, 0.81, -3.91], [-0.79, 3.20, -1.81], [-0.67, 3.62, -3.62], [2.90, -1.98, -0.84], [1.53, -1.43, -1.95], [1.23, -3.11, 0.83], [1.01, -3.72, -0.89], [-0.78, -1.35, 0.14], [-1.23, -2.64, -1.13], [-1.26, -4.25, 0.66], [-3.28, -3.25, -0.11], [-3.35, -3.70, 1.68], [-1.71, -1.59, 3.21], [-2.11, 1.00, 3.93], [-3.77, 2.61, 2.58], [-5.11, 1.67, 0.37], [-5.09, -0.18, -1.16], [7.15, -1.82, 2.67]], "mol_weight_g_mol": 532.9, "total_charge": 1, "e_homo_ha": -0.3568}

# 4
{"formula": "C19H26ClN2S2Si2Sn", "method": "ωB97M-V/def2-TZVPD", "elements": ["Sn", "S", "C", "N", "C", "C", "C", "C", "C", "C", "S", "H", "H", "H", "H", "C", "Si", "C", "C", "C", "C", "C", "C", "C", "C", "N", "Si", "C", "C", "C", "H", "H", "H", "H", "H", "H", "H", "H", "H", "H", "H", "H", "H", "H", "H", "H", "H", "H", "H", "H", "H", "H", "Cl"], "xyz": [[-1.94, 1.41, -0.18], [-3.83, 0.73, -1.78], [-2.68, 0.10, -2.88], [-1.41, 0.37, -2.80], [-0.70, -0.26, -3.79], [0.67, -0.18, -4.00], [1.22, -0.89, -5.05], [0.43, -1.67, -5.89], [-0.93, -1.77, -5.70], [-1.49, -1.06, -4.65], [-3.16, -0.97, -4.17], [1.28, 0.43, -3.36], [2.29, -0.85, -5.22], [0.89, -2.21, -6.71], [-1.56, -2.38, -6.33], [0.53, 3.45, 2.16], [0.27, 1.70, 2.85], [-1.27, 1.56, 3.94], [1.80, 1.22, 3.88], [0.12, 0.45, 1.38], [-0.76, -0.67, 1.62], [-0.36, -1.77, 2.39], [-1.23, -2.82, 2.55], [-2.49, -2.79, 1.95], [-2.81, -1.67, 1.21], [-1.97, -0.65, 1.06], [1.56, 0.07, 0.14], [0.96, -1.42, -0.88], [3.16, -0.36, 1.08], [1.86, 1.65, -0.87], [0.41, 4.17, 2.96], [-0.20, 3.70, 1.39], [1.53, 3.59, 1.75], [-1.13, 2.12, 4.86], [-1.50, 0.54, 4.21], [-2.15, 1.98, 3.45], [1.80, 1.84, 4.78], [2.73, 1.41, 3.36], [1.80, 0.19, 4.20], [0.62, -1.78, 2.83], [-0.94, -3.67, 3.14], [-3.18, -3.61, 2.05], [-3.76, -1.56, 0.71], [0.97, -2.34, -0.29], [1.57, -1.59, -1.76], [-0.06, -1.27, -1.22], [3.01, -1.11, 1.86], [3.60, 0.52, 1.54], [3.88, -0.76, 0.38], [0.95, 2.04, -1.32], [2.57, 1.46, -1.66], [2.28, 2.44, -0.25], [-3.23, 2.95, 1.08]], "mol_weight_g_mol": 556.9, "total_charge": 1, "e_homo_ha": [-0.4121, -0.4122]}